The following is a quantum chemistry calculation of one molecule with the formula C4H5ClN2S, from the Open Molecules 2025 dataset.

Atoms and positions in Å:
C  -0.31  -2.61  1.36
C  2.74  -0.19  0.08
C  -0.95  -0.89  -0.42
C  0.11  0.18  -0.44
N  -0.61  -1.92  0.48
N  2.31  -0.32  1.21
S  1.66  -0.28  -1.26
Cl  4.39  0.43  -0.26
H  -1.77  -0.39  0.02
H  -1.30  -1.36  -1.31
H  -0.21  1.07  -1.08
H  0.58  0.43  0.58
H  2.92  -0.17  1.99

Output
Gap between HOMO and LUMO (eV): 10.136
Lowest unoccupied orbital energy (eV): 0.6
Total charge: 0
Relative energy (zero: lowest compared OMol25 entry of this formula, charge and spin) (kcal per mole): 48.7
Maximum force (eV Å⁻¹): 3.214


The following is a quantum chemistry calculation of a 2-piece molecular cluster, C4H5ClN2S overall, from the Open Molecules 2025 dataset.

Atoms and positions in Å:
N  1.26  -1.90  -0.95
C  1.47  -0.75  -0.64
C  1.80  0.40  -0.10
S  0.79  1.81  -0.44
Cl  3.24  0.95  0.84
H  1.40  -2.32  -1.83
H  1.21  2.65  0.67
C  -1.72  -0.40  1.31
C  -1.80  -0.27  -0.01
N  -2.25  -0.16  -1.17
H  -0.70  -0.58  1.79
H  -2.45  -0.31  2.05
H  -2.26  0.87  -1.52

Output
Gap between HOMO and LUMO (eV): 8.183
Lowest unoccupied orbital energy (eV): -0.2
Total charge: 0
Relative energy (zero: lowest compared OMol25 entry of this formula, charge and spin) (kcal per mole): 97.7
Structure (SMILES): N=C=C(S)Cl.C=C=N
Maximum force (eV Å⁻¹): 4.491


The following is a quantum chemistry calculation of C4H5ClN3O2 as an isolated structure, from the Open Molecules 2025 dataset.

Atoms and positions in Å:
C  0.48  -1.74  0.34
C  2.31  -0.37  0.04
C  -0.58  0.55  0.00
C  -1.97  0.87  -0.33
N  1.72  -1.51  0.08
N  -0.47  -0.80  0.45
N  0.37  1.38  -0.02
O  0.75  2.45  -0.37
O  1.76  0.60  0.68
Cl  3.79  -0.27  -0.68
H  0.28  -2.78  0.73
H  -2.15  1.27  -1.39
H  -2.39  1.62  0.37
H  -2.52  -0.02  -0.31
H  -1.40  -1.24  0.39

Output
Gap between HOMO and LUMO (eV): 8.416
Lowest unoccupied orbital energy (eV): -6.2
Total charge: +1
Relative energy (zero: lowest compared OMol25 entry of this formula, charge and spin) (kcal per mole): 92.9
Maximum force (eV Å⁻¹): 3.565


The following is a quantum chemistry calculation of one molecule with the formula C4H5ClN4, from the Open Molecules 2025 dataset.

Atoms and positions in Å:
C  0.32  1.31  -0.78
C  -0.51  -1.39  -0.02
C  -2.71  -1.18  -1.10
C  2.02  0.79  0.78
N  -0.11  2.03  -1.58
N  0.63  -0.86  0.16
N  -1.78  -0.89  -0.37
N  0.93  0.40  -0.01
Cl  -1.96  0.58  1.14
H  -0.32  -2.52  -0.01
H  -3.65  -0.95  -1.42
H  2.02  0.14  1.67
H  3.01  0.65  0.25
H  2.11  1.89  1.29

Output
2S+1: 3
Gap between HOMO and LUMO (spin up / spin down) (eV): 6.937 / 6.503
Lowest unoccupied orbital energy (spin up / spin down) (eV): -0.5 / -2.6
Total charge: 0
Maximum force (eV Å⁻¹): 5.076


The following is a quantum chemistry calculation of one molecule with the formula C4H5ClOS, from the Open Molecules 2025 dataset.

Atoms and positions in Å:
C  -0.13  -1.15  -0.14
C  -0.45  0.17  -0.72
C  2.13  0.30  0.33
C  -1.43  0.84  0.21
O  0.22  0.86  -1.43
S  1.69  -1.30  -0.12
Cl  3.83  0.61  0.32
H  -0.54  -1.98  -0.68
H  -0.51  -1.19  0.90
H  -1.58  1.84  -0.19
H  -2.28  0.14  0.32
H  -0.94  0.86  1.20

Output
Gap between HOMO and LUMO (eV): 8.378
Lowest unoccupied orbital energy (eV): -0.3
Total charge: 0
Relative energy (zero: lowest compared OMol25 entry of this formula, charge and spin) (kcal per mole): 64.0
Maximum force (eV Å⁻¹): 3.337


The following is a quantum chemistry calculation of a 2-piece molecular cluster, C4H5ClS2 overall, from the Open Molecules 2025 dataset.

Atoms and positions in Å:
C  -2.19  -1.02  0.05
C  -0.12  0.75  -0.02
C  1.31  0.93  -0.26
C  2.29  0.18  0.43
H  -2.23  -2.22  -0.11
H  -2.64  -0.29  -0.61
H  -2.31  -0.78  1.19
H  1.68  1.66  -1.70
H  1.93  -0.49  1.52
S  -0.45  -0.94  -0.33
S  -1.30  1.98  -0.03
Cl  4.02  0.23  -0.13

Output
Gap between HOMO and LUMO (eV): 7.683
Lowest unoccupied orbital energy (eV): -1.2
Total charge: 0
Relative energy (zero: lowest compared OMol25 entry of this formula, charge and spin) (kcal per mole): 110.6
Maximum force (eV Å⁻¹): 4.935


The following is a quantum chemistry calculation of C4H5CoLiO2 as an isolated structure, from the Open Molecules 2025 dataset.

Atoms and positions in Å:
C  -1.37  0.52  -0.34
C  -0.65  -0.40  0.59
C  0.66  -0.83  0.26
C  1.75  0.04  0.19
O  2.79  -0.18  -0.49
O  -2.65  0.71  -0.16
Li  -4.32  0.23  -0.01
Co  4.34  0.49  -0.90
H  -0.68  1.13  0.64
H  -1.28  -1.19  1.00
H  0.81  -1.86  -0.07
H  1.66  1.03  0.68
H  -1.08  0.31  -1.40

Output
2S+1: 6
Gap between HOMO and LUMO (spin up / spin down) (eV): 5.109 / 7.548
Lowest unoccupied orbital energy (spin up / spin down) (eV): -9.4 / -11.1
Total charge: +2
Relative energy (zero: lowest compared OMol25 entry of this formula, charge and spin) (kcal per mole): 0.0
Maximum force (eV Å⁻¹): 4.987


The following is a quantum chemistry calculation of C4H5CoO5 as an isolated structure, from the Open Molecules 2025 dataset.

Atoms and positions in Å:
O  0.89  0.56  -0.68
C  1.54  -0.49  -0.15
O  2.55  -0.24  0.49
O  0.87  -1.57  -0.01
Co  2.74  1.64  0.47
C  -0.59  -1.58  -0.13
C  -1.22  -0.43  0.59
H  -0.82  -1.58  -1.20
H  -0.88  -2.53  0.32
H  -1.07  -0.43  1.67
H  -2.24  -0.18  0.28
O  0.33  1.99  0.94
C  -0.19  1.32  0.00
O  -0.82  2.01  -0.91
H  -1.09  1.49  -1.69

Output
2S+1: 5
Gap between HOMO and LUMO (spin up / spin down) (eV): 8.280 / 8.328
Lowest unoccupied orbital energy (spin up / spin down) (eV): -10.9 / -12.1
Total charge: +2
Maximum force (eV Å⁻¹): 4.540


The following is a quantum chemistry calculation of C4H5CrO3 as an isolated structure, from the Open Molecules 2025 dataset.

Atoms and positions in Å:
O  1.16  -0.34  -1.33
C  0.27  -0.25  -0.28
O  -0.72  -1.11  -0.45
Cr  -2.05  -0.59  0.77
O  0.84  -0.18  1.04
C  0.08  1.00  0.52
H  0.76  1.85  0.36
C  2.24  0.57  -1.40
H  1.89  1.57  -1.68
H  2.78  0.62  -0.44
H  2.91  0.19  -2.17
C  -1.26  1.25  1.09
H  -1.46  2.31  1.32

Output
2S+1: 5
Gap between HOMO and LUMO (spin up / spin down) (eV): 7.762 / 7.246
Lowest unoccupied orbital energy (spin up / spin down) (eV): -6.7 / -7.3
Total charge: +1
Relative energy (zero: lowest compared OMol25 entry of this formula, charge and spin) (kcal per mole): 50.4
Maximum force (eV Å⁻¹): 4.128


The following is a quantum chemistry calculation of C4H5CsMgO2 as an isolated structure, from the Open Molecules 2025 dataset.

Atoms and positions in Å:
H  0.03  -2.23  -1.95
C  -0.92  -2.71  -1.23
C  -1.32  -4.18  -1.38
C  -2.19  -4.20  -2.64
C  -2.68  -2.78  -2.79
O  -2.11  -2.04  -1.76
O  -0.68  -2.30  -0.03
Cs  0.28  1.45  1.49
Mg  -3.88  -1.69  -4.03
H  -1.88  -4.44  -0.46
H  -0.41  -4.79  -1.40
H  -3.05  -4.88  -2.57
H  -1.59  -4.52  -3.51

Output
2S+1: 2
Gap between HOMO and LUMO (spin up / spin down) (eV): 3.528 / 3.808
Lowest unoccupied orbital energy (spin up / spin down) (eV): -5.4 / -5.3
Total charge: +1
Relative energy (zero: lowest compared OMol25 entry of this formula, charge and spin) (kcal per mole): 0.0
Maximum force (eV Å⁻¹): 4.264


The following is a quantum chemistry calculation of C4H5CuLiO as an isolated structure, from the Open Molecules 2025 dataset.

Atoms and positions in Å:
C  -1.50  1.06  -0.19
C  -2.62  0.59  -0.41
H  -3.61  0.20  -0.55
C  -0.65  -1.40  0.24
C  0.81  -1.30  0.05
O  1.41  -0.16  0.04
Cu  0.37  1.43  0.01
H  -1.00  -2.44  0.31
H  -0.86  -1.02  1.25
H  -0.43  -1.51  -1.01
H  1.40  -2.13  0.48
Li  3.40  -0.22  0.12

Output
2S+1: 2
Gap between HOMO and LUMO (spin up / spin down) (eV): 8.617 / 6.988
Lowest unoccupied orbital energy (spin up / spin down) (eV): -9.6 / -11.1
Total charge: +2
Maximum force (eV Å⁻¹): 4.823


The following is a quantum chemistry calculation of C4H5CuO6 as an isolated structure, from the Open Molecules 2025 dataset.

Atoms and positions in Å:
O  0.79  -1.45  -2.57
C  1.34  -0.45  -2.02
O  2.50  -0.09  -2.33
O  0.68  0.30  -1.14
Cu  2.34  -1.48  -3.63
C  -0.90  -0.05  -0.99
C  -0.65  0.69  0.28
H  -1.33  0.57  -1.79
H  -1.08  -1.12  -0.84
H  -0.41  1.75  0.29
O  -0.20  -0.13  1.35
C  -0.32  0.36  2.57
O  -0.81  1.42  2.86
O  0.05  -0.57  3.43
H  -0.12  -0.27  4.33
H  -1.89  0.52  0.19

Output
2S+1: 3
Gap between HOMO and LUMO (spin up / spin down) (eV): 7.331 / 8.612
Lowest unoccupied orbital energy (spin up / spin down) (eV): 0.5 / -1.7
Total charge: 0
Relative energy (zero: lowest compared OMol25 entry of this formula, charge and spin) (kcal per mole): 35.6
Maximum force (eV Å⁻¹): 8.688


The following is a quantum chemistry calculation of one molecule with the formula C4H5F, from the Open Molecules 2025 dataset.

Atoms and positions in Å:
C  0.92  -2.08  0.44
C  0.35  -1.13  0.00
C  0.05  -0.11  -0.94
C  -0.82  1.13  -0.30
F  -0.25  1.49  0.91
H  1.29  -2.98  0.93
H  1.04  0.21  -1.35
H  -0.56  -0.35  -1.89
H  -0.67  2.01  -0.85
H  -1.84  0.77  -0.20

Output
Gap between HOMO and LUMO (eV): 11.031
Lowest unoccupied orbital energy (eV): 0.9
Total charge: 0
Relative energy (zero: lowest compared OMol25 entry of this formula, charge and spin) (kcal per mole): 34.5
Structure (SMILES): C#CCCF
Maximum force (eV Å⁻¹): 4.272


The following is a quantum chemistry calculation of C4H5F2I2N as an isolated structure, from the Open Molecules 2025 dataset.

Atoms and positions in Å:
C  -0.54  -0.63  0.36
C  0.16  1.02  -1.25
C  -2.04  -0.55  -0.19
C  -3.11  -0.06  0.72
N  0.22  0.55  0.00
F  -2.23  -1.91  -0.43
F  -2.03  -0.04  -1.41
I  -3.27  -1.22  2.46
I  -2.64  2.00  1.05
H  -0.58  -0.68  1.42
H  -0.10  -1.51  -0.14
H  0.05  0.37  -2.00
H  0.43  2.17  -1.40
H  0.33  1.33  0.71

Output
Gap between HOMO and LUMO (spin up / spin down) (eV): 4.916 / 4.914
Lowest unoccupied orbital energy (spin up / spin down) (eV): -1.7 / -1.7
Total charge: 0
Relative energy (zero: lowest compared OMol25 entry of this formula, charge and spin) (kcal per mole): 48.0
Maximum force (eV Å⁻¹): 6.771


The following is a quantum chemistry calculation of C4H5F2Li2O2 as an isolated structure, from the Open Molecules 2025 dataset.

Atoms and positions in Å:
O  -1.83  1.43  0.49
C  -1.81  0.21  -0.13
C  -0.60  -0.21  -0.94
H  -2.41  0.47  -1.06
H  -1.79  -0.53  0.73
F  -1.39  -1.44  -1.38
C  1.62  -0.18  -0.16
C  2.59  -0.94  0.64
O  0.36  -0.60  0.05
H  1.88  -0.07  -1.22
F  1.69  1.24  0.31
H  3.51  -1.29  0.18
H  2.43  -1.03  1.71
Li  -0.13  1.95  -0.02
Li  -4.12  0.98  0.80

Output
2S+1: 2
Gap between HOMO and LUMO (spin up / spin down) (eV): 4.922 / 4.916
Lowest unoccupied orbital energy (spin up / spin down) (eV): -1.4 / -1.4
Total charge: 0
Relative energy (zero: lowest compared OMol25 entry of this formula, charge and spin) (kcal per mole): 0.0
Maximum force (eV Å⁻¹): 2.890


The following is a quantum chemistry calculation of one molecule with the formula C4H5F2N, from the Open Molecules 2025 dataset.

Atoms and positions in Å:
F  1.50  1.48  2.43
C  1.07  1.37  1.15
C  0.33  0.34  0.72
F  -0.14  -0.56  1.63
C  -0.14  0.13  -0.65
C  -0.37  -1.26  -1.10
N  -1.48  -0.35  -0.86
H  1.37  2.22  0.52
H  0.13  0.87  -1.38
H  -0.18  -1.57  -2.13
H  -0.19  -2.10  -0.38
H  -1.90  -0.57  0.05

Output
Gap between HOMO and LUMO (eV): 10.261
Lowest unoccupied orbital energy (eV): 0.9
Total charge: 0
Relative energy (zero: lowest compared OMol25 entry of this formula, charge and spin) (kcal per mole): 34.8
Structure (SMILES): F/C=C(\F)[C@H]1CN1
Maximum force (eV Å⁻¹): 1.275


The following is a quantum chemistry calculation of an isolated ion of composition C4H5F2N2 and charge +1, from the Open Molecules 2025 dataset.

Atoms and positions in Å:
N  -1.77  -0.67  -0.23
C  -1.18  0.66  0.14
C  0.30  0.47  0.39
F  0.55  -0.58  1.20
N  1.13  1.12  -0.28
C  2.38  0.71  -0.26
C  3.10  -0.26  -0.15
F  4.21  -0.89  -0.16
H  -2.76  -0.57  -0.49
H  -1.70  -1.32  0.56
H  -1.26  -1.08  -1.03
H  -1.28  1.36  -0.70
H  -1.71  1.05  1.01

Output
Gap between HOMO and LUMO (eV): 9.082
Lowest unoccupied orbital energy (eV): -4.3
Total charge: +1
Relative energy (zero: lowest compared OMol25 entry of this formula, charge and spin) (kcal per mole): 34.9
Structure (SMILES): [NH3+]C/C(F)=N/C#CF
Maximum force (eV Å⁻¹): 1.967


The following is a quantum chemistry calculation of a 4-piece molecular cluster, C4H5F3NO3 overall, from the Open Molecules 2025 dataset.

Atoms and positions in Å:
C  -0.40  3.40  -1.78
C  0.12  -0.69  0.16
C  0.00  0.60  -0.61
C  2.34  0.26  -1.69
N  2.95  0.86  -2.64
O  0.24  4.20  -1.26
O  -1.10  2.73  -2.39
O  -0.03  1.72  -0.06
F  3.08  -0.76  -1.14
F  2.09  1.91  -3.15
F  -0.14  1.56  2.40
H  0.49  -1.48  -0.48
H  -0.86  -0.96  0.54
H  0.80  -0.56  1.00
H  -0.29  0.52  -1.66
H  -0.04  1.65  1.41

Output
Gap between HOMO and LUMO (eV): 7.841
Lowest unoccupied orbital energy (eV): 3.5
Total charge: -1
Relative energy (zero: lowest compared OMol25 entry of this formula, charge and spin) (kcal per mole): 55.6
Maximum force (eV Å⁻¹): 2.046


The following is a quantum chemistry calculation of C4H5F3O5S2 as an isolated structure, from the Open Molecules 2025 dataset.

Atoms and positions in Å:
C  -0.43  -0.34  -0.57
C  -1.59  0.72  -0.49
C  -0.12  -0.73  -2.00
C  -1.76  1.55  0.65
O  -0.46  -1.71  1.75
O  -0.89  -3.05  -0.17
O  -4.23  0.34  -0.12
O  -3.09  -0.91  -1.91
O  -2.64  -1.38  0.45
F  -2.70  2.43  0.35
F  -2.18  0.99  1.78
F  -0.58  2.19  0.90
S  -0.95  -1.82  0.40
S  -3.10  -0.36  -0.58
H  0.39  -0.02  -0.07
H  -1.46  1.22  -1.46
H  -0.98  -1.06  -2.63
H  0.71  -1.57  -1.90
H  0.13  0.09  -2.54

Output
Gap between HOMO and LUMO (eV): 12.163
Lowest unoccupied orbital energy (eV): 0.3
Total charge: 0
Relative energy (zero: lowest compared OMol25 entry of this formula, charge and spin) (kcal per mole): 0.0
Maximum force (eV Å⁻¹): 6.197


The following is a quantum chemistry calculation of one molecule with the formula C4H5FN2, from the Open Molecules 2025 dataset.

Atoms and positions in Å:
C  -0.01  0.07  -3.20
N  -0.74  -0.33  -2.18
N  -0.02  -0.19  -0.99
C  -0.84  -0.10  -0.02
C  -0.42  0.02  1.30
C  0.79  0.16  1.71
F  0.99  0.25  3.05
H  0.91  0.49  -2.98
H  -0.48  0.13  -4.22
H  -1.92  -0.13  -0.15
H  -1.08  -0.20  2.20
H  1.86  0.17  1.19

Output
Gap between HOMO and LUMO (eV): 9.274
Lowest unoccupied orbital energy (eV): 0.0
Total charge: 0
Relative energy (zero: lowest compared OMol25 entry of this formula, charge and spin) (kcal per mole): 76.6
Structure (SMILES): C=N/N=C/C=C/F
Maximum force (eV Å⁻¹): 5.422